1.
An isolated molecule of C10H6BrNO3. Source: the OMol25 dataset; level of theory: ωB97M-V/def2-TZVPD.

Element x y z (Å)
O1 3.7734 0.6515 1.6461
C1 3.2869 0.6136 0.5765
Br1 3.3019 2.2121 -0.5214
C2 2.6386 -0.6150 0.0097
C3 1.1358 -0.5059 -0.1256
C4 0.4901 -1.4082 -0.9835
C5 -0.8940 -1.3857 -1.1297
C6 -1.6005 -0.4311 -0.4210
C7 -0.9745 0.4767 0.4066
C8 0.3988 0.4467 0.5790
C9 -1.9971 1.3925 0.9843
O2 -1.8156 2.3538 1.6668
N1 -3.2272 0.8812 0.5662
C10 -3.0608 -0.1636 -0.3690
O3 -3.9681 -0.6991 -0.9343
H1 2.8786 -1.4234 0.6928
H2 3.0698 -0.8666 -0.9548
H3 1.0698 -2.1276 -1.5386
H4 -1.4087 -2.0771 -1.7773
H5 0.8827 1.1449 1.2446
H6 -3.9799 1.5302 0.3827

Its largest force on an atom is 0.75 eV Å⁻¹. As for the SMILES: O=C(Br)Cc1ccc2c(c1)C(=O)NC2=O. The value obtained for the total energy is -88143.452 eV. The frontier orbital gap comes out at 9.66 eV. For the energy above the lowest of the compared OMol25 structures with the same formula, charge and spin, the calculation gives 0.0 kJ/mol.

2.
A structure of composition C15H15F15N5O15S5Zn. Source: the OMol25 dataset; level of theory: ωB97M-V/def2-TZVPD.

Element x y z (Å)
Zn1 17.7505 22.8898 -4.1171
C1 20.0641 25.0443 -1.0692
F1 18.9514 24.4884 -0.6072
F2 20.0559 26.2656 -0.5307
F3 21.1364 24.3175 -0.7117
S1 19.9773 25.1833 -3.0306
O1 18.8207 24.4219 -3.5013
O2 19.9215 26.6259 -3.2721
O3 21.1960 24.5239 -3.6069
C2 20.9118 20.0864 -5.8784
F4 21.4894 19.7370 -4.7415
F5 21.5901 19.8275 -6.9397
F6 19.8140 19.3828 -5.9047
S2 20.3470 21.9458 -5.8716
O4 19.2370 21.9819 -4.9694
O5 21.5324 22.6289 -5.3255
O6 20.0228 22.4835 -7.2019
C3 16.0951 25.8971 -7.0709
F7 16.1846 26.8297 -7.9872
F8 15.6199 26.3814 -5.9670
F9 15.2380 24.9600 -7.5416
S3 17.8022 25.0617 -6.8091
O7 17.6312 24.0143 -5.7957
O8 18.3423 24.4962 -8.0539
O9 18.6819 26.1432 -6.3553
C4 18.6732 19.2978 -1.7045
F10 18.3857 18.9469 -3.0210
F11 17.5895 18.9823 -1.0007
F12 19.7981 18.6081 -1.2652
S4 18.9549 21.1968 -1.5537
O10 20.3421 21.6018 -1.9213
O11 17.9476 21.8474 -2.4238
O12 18.7199 21.5079 -0.1294
C5 14.0567 21.2997 0.4575
F13 13.6607 22.4704 0.7908
F14 12.9848 20.5609 0.2116
F15 14.8371 21.3941 -0.6163
S5 15.1570 20.5149 1.9552
O13 14.7091 21.2395 3.1076
O14 14.8172 19.0590 2.0919
O15 16.5592 20.7519 1.5235
C6 11.7824 23.1597 -7.3780
C7 12.9071 23.0212 -6.4487
N1 13.8029 22.9610 -5.6579
H1 12.1703 23.1407 -8.3965
H2 11.2951 24.1057 -7.1423
H3 11.0724 22.3401 -7.2674
C8 15.0924 19.4629 -6.2374
C9 16.0629 20.3329 -5.5573
N2 16.7008 21.0636 -4.9795
H4 15.3847 19.2264 -7.2605
H5 14.2092 20.0535 -6.4810
H6 14.8455 18.5687 -5.6651
C10 16.8483 28.1490 -3.0268
C11 16.6834 29.5660 -3.1181
N3 16.6318 30.7243 -3.0660
H7 17.0280 27.9107 -1.9785
H8 17.7628 27.9700 -3.5923
H9 16.0648 27.4620 -3.3463
C12 19.3413 18.1548 -8.8776
C13 18.4283 19.2956 -8.5040
N4 17.6955 20.1777 -8.1796
H10 20.2796 18.2930 -8.3404
H11 19.6299 18.1785 -9.9285
H12 18.9791 17.2120 -8.4677
C14 13.6089 24.2575 -2.2908
C15 14.9120 23.9406 -2.8835
N5 15.9024 23.6359 -3.2948
H13 13.1818 23.2571 -2.3610
H14 13.0751 24.9610 -2.9297
H15 13.7389 24.4079 -1.2191

Its largest force on an atom is 5.87 eV Å⁻¹. The value obtained for the total energy is -197316.653 eV. The frontier orbital gap comes out at 5.91 eV. The net charge is -3.

3.
A cluster of 2 separate species, C10H15N2 in total. Source: the OMol25 dataset; level of theory: ωB97M-V/def2-TZVPD.

Element x y z (Å)
C1 2.9284 -1.6471 1.6351
C2 2.0861 -0.7810 0.9674
C3 2.4588 -2.2639 2.7927
C4 0.5014 -1.1052 2.7310
C5 0.8168 -0.4980 1.4987
C6 -0.1910 -0.9832 -2.2403
C7 -0.3661 -0.0231 -3.1269
C8 -0.1011 0.4153 0.8536
C9 0.4187 1.5656 0.0819
C10 -2.4573 1.0120 0.4523
N1 1.2878 -1.9667 3.3225
N2 -1.3820 0.2261 0.9954
H1 3.9109 -1.8680 1.2497
H2 2.3847 -0.3657 0.0163
H3 3.0364 -3.0135 3.3122
H4 -0.3946 -0.8447 3.2806
H5 -1.0127 -1.4247 -1.7001
H6 0.7786 -1.4108 -2.0410
H7 0.4471 0.3922 -3.6998
H8 -1.3415 0.3818 -3.3435
H9 -0.0557 2.4912 0.4046
H10 0.1974 1.4248 -0.9797
H11 1.4908 1.6685 0.2076
H12 -2.0906 1.8127 -0.1809
H13 -3.1116 0.3674 -0.1373
H14 -3.0559 1.4338 1.2626
H15 -1.6880 -0.5585 1.5640

Its largest force on an atom is 0.94 eV Å⁻¹. The value obtained for the total energy is -13586.117 eV. The frontier orbital gap comes out at 8.98 eV. For the energy above the lowest of the compared OMol25 structures with the same formula, charge and spin, the calculation gives 188.5 kJ/mol. The net charge is +1.

4.
A structure of composition C16H41ClGaN2O6S. Source: the OMol25 dataset; level of theory: ωB97M-V/def2-TZVPD.

Element x y z (Å)
O1 2.0811 -0.6635 -2.7007
S1 1.7495 -0.6658 -4.2125
O2 1.0138 -2.0241 -4.5159
Cl1 3.4575 -0.6477 -5.4301
C1 0.4916 0.6803 -4.7105
C2 -0.9310 0.2338 -4.0284
C3 -2.1297 1.3599 -4.1380
C4 -3.4827 0.6375 -3.4835
Ga1 -4.4627 -0.4021 -5.0018
H1 0.7674 1.7373 -4.2914
H2 0.4622 0.6334 -5.9008
H3 -1.3250 -0.7207 -4.6244
H4 -0.7830 -0.1359 -2.9152
H5 -2.3557 1.6329 -5.2763
H6 -1.8957 2.3734 -3.6016
H7 -3.1338 -0.1953 -2.7064
H8 -4.1636 1.3812 -2.8898
H9 -3.4832 -1.6466 -5.3751
H10 -4.6796 0.4457 -6.3387
H11 -5.8040 -1.0482 -4.4120
C5 -0.6899 -0.3112 0.7380
O3 -1.4522 -1.1050 -0.1601
C6 -0.6930 -2.1687 -0.7491
C7 -1.1957 -3.5304 -0.2426
N1 -0.8520 -3.7293 1.1694
C8 -1.5137 -4.8901 1.7754
C9 -3.0513 -4.8466 1.8887
O4 -3.5357 -3.8555 2.7965
C10 -3.6942 -2.5631 2.2265
H12 -1.2985 0.5488 1.0328
H13 -0.4410 -0.8760 1.6383
H14 0.2252 0.0577 0.2597
H15 0.3842 -2.0511 -0.5827
H16 -0.8669 -2.1154 -1.8290
H17 -0.7411 -4.3270 -0.8412
H18 -2.2790 -3.5613 -0.3914
H19 -1.1155 -2.8998 1.6956
H20 -1.1050 -4.9864 2.7882
H21 -1.2182 -5.7948 1.2314
H22 -3.3702 -5.8094 2.3054
H23 -3.5460 -4.7653 0.9152
H24 -3.9615 -2.6022 1.1657
H25 -2.7867 -1.9747 2.3728
H26 -4.4990 -2.0533 2.7640
C11 3.6041 2.2143 -0.1177
O5 2.8625 3.2702 0.4763
C12 1.5668 2.8576 0.9296
C13 1.4971 2.9009 2.4648
N2 2.3199 1.8434 3.0617
C14 2.4928 1.9841 4.5119
C15 3.2621 3.2229 5.0141
O6 4.6452 3.2284 4.6557
C16 4.9175 3.7703 3.3703
H27 4.5123 2.6400 -0.5548
H28 3.9007 1.4793 0.6329
H29 3.0294 1.7278 -0.9148
H30 1.2865 1.8709 0.5426
H31 0.8507 3.5834 0.5300
H32 0.4566 2.7718 2.7815
H33 1.8359 3.8904 2.7853
H34 3.2394 1.8527 2.6273
H35 3.0359 1.0926 4.8474
H36 1.5090 1.9511 4.9943
H37 3.2415 3.1914 6.1100
H38 2.7785 4.1646 4.7343
H39 4.2106 4.5571 3.0883
H40 4.9267 2.9756 2.6223
H41 5.9215 4.2037 3.3923

Its largest force on an atom is 8.16 eV Å⁻¹. The value obtained for the total energy is -108249.559 eV. The frontier orbital gap comes out at 5.98 eV. The net charge is -1.

5.
An isolated molecule of C6H6ClN3O3. Source: the OMol25 dataset; level of theory: ωB97M-V/def2-TZVPD.

Element x y z (Å)
C1 -0.8786 -1.3202 -0.1118
C2 0.3575 -1.6717 0.3950
C3 2.5570 -0.7280 0.9979
C4 -1.3852 -0.1050 -0.6781
C5 -2.4231 -0.0725 -1.7218
C6 2.9354 0.3298 1.7421
N1 1.3318 -0.8508 0.7482
N2 2.7696 1.4301 2.0853
N3 -0.9209 1.0881 -0.3187
O1 -0.1952 1.1316 0.6350
O2 2.9960 2.3879 2.7904
O3 -1.3923 2.2929 -0.7771
Cl1 3.9659 -1.6325 0.4849
H1 -1.4672 -2.2095 -0.3174
H2 0.3304 -2.8118 0.5468
H3 -1.9843 0.0990 -2.6934
H4 -3.0950 0.6875 -1.4802
H5 -2.7179 -1.0857 -1.6840
H6 -0.7839 3.0407 -0.6432

Its largest force on an atom is 3.95 eV Å⁻¹. The value obtained for the total energy is -29445.390 eV. The frontier orbital gap comes out at 6.91 eV. For the energy above the lowest of the compared OMol25 structures with the same formula, charge and spin, the calculation gives 100.6 kJ/mol.

6.
A structure of composition C45H47AsBr2CeFGeN6O3Se. Source: the OMol25 dataset; level of theory: ωB97M-V/def2-TZVPD.

Element x y z (Å)
Ce1 -0.8147 0.2373 -1.1588
Br1 9.2400 -4.2942 1.7407
C1 7.8101 -4.4972 0.5892
C2 6.5707 -4.8927 1.1321
C3 5.4497 -5.1599 0.3529
C4 5.5860 -4.8124 -1.0285
C5 6.8056 -4.3885 -1.5762
C6 7.9149 -4.2551 -0.7419
N1 4.4112 -4.6689 -1.7273
N2 4.4443 -3.8976 -2.7870
C7 3.4330 -3.0351 -2.9661
C8 3.8218 -1.8316 -3.6052
C9 2.8798 -0.8149 -3.7886
C10 1.6315 -0.7810 -3.0044
O1 0.7408 0.1535 -3.0321
C11 1.4026 -1.9844 -2.1967
N3 0.2657 -1.9012 -1.4450
C12 -0.2944 -3.0430 -0.9023
C13 0.4405 -4.2577 -0.9021
C14 1.6146 -4.3498 -1.6640
C15 2.1812 -3.1887 -2.2742
H1 6.4457 -4.9822 2.2163
H2 4.4731 -5.2786 0.7473
H3 6.7557 -4.1213 -2.6330
H4 8.9196 -3.8975 -1.0522
H5 4.8066 -1.7952 -4.0749
H6 3.1701 0.0397 -4.3472
H7 -1.3314 -2.9297 -0.4390
H8 0.3855 -4.9210 -0.0411
H9 1.9755 -5.3378 -1.9533
Br2 3.1351 -5.9647 3.7681
C16 3.0835 -4.6861 5.1065
C17 1.8998 -4.6688 5.8475
C18 1.5291 -3.4407 6.3859
C19 2.2534 -2.2689 6.0006
C20 3.5963 -2.3808 5.5612
C21 3.9948 -3.6469 5.1542
N4 1.4158 -1.2216 5.6791
N5 2.0331 -0.1366 5.1964
C22 1.3390 0.4903 4.1986
C23 2.0156 1.5530 3.5474
C24 1.9235 1.7343 2.1901
C25 1.0270 0.9900 1.3874
O2 1.0034 1.1023 0.0950
C26 0.1126 0.1239 2.1187
N6 -0.9321 -0.3896 1.3087
C27 -1.9033 -1.0598 1.9954
C28 -1.9067 -1.1288 3.3834
C29 -0.8116 -0.7947 4.1436
C30 0.1888 -0.1034 3.5253
H10 1.2058 -5.5188 5.8789
H11 0.5252 -3.3281 6.7931
H12 4.2391 -1.5213 5.3982
H13 5.0264 -3.9356 4.9125
H14 2.7561 2.1357 4.1220
H15 2.5455 2.4267 1.6400
H16 -2.6556 -1.4782 1.3779
H17 -2.7943 -1.5132 3.9009
H18 -0.8214 -0.9870 5.2153
C31 -3.3236 -2.2620 -4.1195
As1 -4.0948 -1.0817 -2.7451
C32 -5.5316 -0.0549 -3.7647
C33 -5.0728 -2.2248 -1.5757
O3 -2.7692 -0.0917 -2.0818
H19 -3.9624 -2.4026 -5.0199
H20 -3.1449 -3.2795 -3.7129
H21 -2.3713 -1.8182 -4.4294
H22 -5.1353 0.5316 -4.5931
H23 -5.9891 0.5072 -2.9431
H24 -6.3170 -0.7354 -4.1278
H25 -5.1873 -1.6736 -0.6203
H26 -4.6604 -3.2126 -1.4470
H27 -6.0819 -2.4070 -2.0378
F1 -4.4142 2.9501 5.6564
C34 -3.9919 2.8214 4.3867
C35 -2.6506 3.0286 4.0649
C36 -2.2286 2.9351 2.7188
C37 -3.1523 2.6740 1.6577
C38 -2.6933 2.5051 0.3392
C39 -4.4845 2.4233 2.1142
C40 -4.9030 2.4869 3.4373
H28 -1.9441 3.3208 4.8547
H29 -1.1387 2.9461 2.5398
H30 -1.7430 2.9544 0.0512
H31 -3.2357 2.0453 -0.4901
H32 -5.1498 2.1180 1.3401
H33 -5.9096 2.2898 3.7482
C41 -3.2739 7.2054 -3.6103
Ge1 -1.6951 6.4659 -2.7120
C42 -0.1461 6.7093 -3.8476
C43 -1.2111 7.5523 -1.1271
C44 -2.1241 4.5046 -2.3539
Se1 -0.8415 3.2324 -3.0187
C45 -1.6340 2.8138 -4.7813
H34 -3.0223 8.2920 -3.7109
H35 -4.1057 6.9735 -2.9705
H36 -3.4848 6.7524 -4.6104
H37 -0.3056 7.5227 -4.5279
H38 0.1687 5.7568 -4.3290
H39 0.6080 6.9560 -3.1176
H40 -2.0931 8.0401 -0.7482
H41 -0.5553 8.3621 -1.4629
H42 -0.6021 7.0243 -0.3472
H43 -3.1381 4.2535 -2.7975
H44 -2.2873 4.5746 -1.2190
H45 -2.3638 2.0492 -4.7008
H46 -0.7348 2.4197 -5.3084
H47 -2.0361 3.7492 -5.1686

As for the spin multiplicity: 2. Its largest force on an atom is 5.29 eV Å⁻¹. The value obtained for the total energy is -400935.690 eV. The frontier orbital gap (alpha / beta) comes out at 3.70 / 3.72 eV.

7.
An isolated molecule of C8H13BrO2. Source: the OMol25 dataset; level of theory: ωB97M-V/def2-TZVPD.

Element x y z (Å)
C1 1.5069 -2.6639 -0.6755
C2 0.7344 -1.4640 -0.1654
C3 -0.6358 -1.7822 0.2618
C4 1.1130 -0.1964 -0.0993
Br1 2.7788 0.6599 -0.3648
C5 0.1310 1.1320 0.5391
C6 0.3921 1.0826 1.9889
O1 -1.1805 0.9877 0.1256
C7 -1.4730 1.8549 -0.9898
C8 -0.0577 2.7014 -1.1606
O2 0.6330 2.3563 0.0496
H1 1.0355 -3.3951 -1.3499
H2 2.3358 -2.2060 -1.1824
H3 1.9371 -3.1556 0.1998
H4 -1.0581 -2.0267 -0.7702
H5 -0.7501 -2.7725 0.9135
H6 -1.1156 -0.9261 0.7023
H7 -0.1230 0.2621 2.5565
H8 0.0120 2.0007 2.5153
H9 1.3650 0.8728 2.2800
H10 -2.1809 2.5579 -0.5775
H11 -1.8994 1.3357 -1.7696
H12 0.3947 2.2783 -2.0742
H13 -0.0391 3.8566 -1.1701

Its largest force on an atom is 5.20 eV Å⁻¹. As for the SMILES: CC(C)=C(Br)C1(C)OCCO1. The value obtained for the total energy is -82641.376 eV. The frontier orbital gap comes out at 9.46 eV. For the energy above the lowest of the compared OMol25 structures with the same formula, charge and spin, the calculation gives 85.6 kJ/mol.

8.
An isolated molecule of CH4N4S. Source: the OMol25 dataset; level of theory: ωB97M-V/def2-TZVPD.

Element x y z (Å)
C1 -0.4867 -0.9770 0.1534
N1 0.6255 1.0008 -1.4661
N2 0.6466 -0.2200 0.5607
N3 1.1779 0.7283 -0.4929
N4 -1.5581 -0.0579 -0.5040
S1 -1.9116 1.4025 -0.0504
H1 -0.2812 -1.7177 -0.6918
H2 -0.9688 -1.4074 1.0189
H3 0.6901 0.1513 1.5127
H4 2.0663 1.0971 -0.0405

Its largest force on an atom is 3.29 eV Å⁻¹. The value obtained for the total energy is -17892.094 eV. The frontier orbital gap (alpha / beta) comes out at 7.17 / 7.18 eV. For the energy above the lowest of the compared OMol25 structures with the same formula, charge and spin, the calculation gives 402.5 kJ/mol.

9.
An isolated molecule of C3H9NO. Source: the OMol25 dataset; level of theory: ωB97M-V/def2-TZVPD.

Element x y z (Å)
N1 0.4857 2.3492 -0.3168
C1 0.8365 0.8813 -0.2165
C2 -0.2929 0.1505 0.4590
C3 -0.8507 -1.1231 -0.2304
O1 -0.2753 -2.3343 0.3048
H1 1.3045 2.9427 -0.1875
H2 0.1496 2.5043 -1.2617
H3 1.1606 0.5264 -1.1972
H4 1.8015 0.9038 0.3013
H5 -1.1293 0.8339 0.5748
H6 -0.0241 -0.1112 1.4870
H7 -0.6271 -1.2016 -1.2883
H8 -1.9045 -1.1057 0.0509
H9 0.1174 -2.1368 1.1615

Its largest force on an atom is 2.50 eV Å⁻¹. As for the SMILES: NCCCO. The value obtained for the total energy is -6793.639 eV. The frontier orbital gap comes out at 10.61 eV. For the energy above the lowest of the compared OMol25 structures with the same formula, charge and spin, the calculation gives 136.7 kJ/mol.

10.
An isolated molecule of CH4S3Si. Source: the OMol25 dataset; level of theory: ωB97M-V/def2-TZVPD.

Element x y z (Å)
Si1 -1.0310 -0.4107 0.0093
S1 0.8645 -1.4571 -0.0049
C1 1.7908 0.0006 -0.0657
S2 1.2868 1.5201 0.0616
S3 3.4886 -0.3023 0.0324
H1 -1.0948 0.6889 0.7916
H2 -1.2630 0.0407 -1.3665
H3 -1.7304 -1.7363 0.6026
H4 4.0690 0.7795 -0.6283

Its largest force on an atom is 3.96 eV Å⁻¹. As for the SMILES: [SiH3]SC(=S)S. The value obtained for the total energy is -41484.024 eV. The frontier orbital gap comes out at 8.26 eV. For the energy above the lowest of the compared OMol25 structures with the same formula, charge and spin, the calculation gives 56.2 kJ/mol.

What is the formula in the second record? C15H15F15N5O15S5Zn

Which formula does entry 6 have? C45H47AsBr2CeFGeN6O3Se

The highest largest force on an atom belongs to which entry? C16H41ClGaN2O6S

Among the records above, which one has the lowest largest force on an atom? C10H6BrNO3